{
  "formula": "C18H25N3O3S",
  "method": "the ωB97M-V functional and the def2-TZVPD basis",
  "species": ["C", "H", "H", "H", "C", "C", "C", "C", "C", "H", "H", "C", "N", "C", "O", "C", "H", "H", "C", "C", "H", "C", "N", "C", "O", "N", "C", "C", "C", "O", "S", "C", "C", "H", "H", "H", "H", "H", "H", "H", "H", "H", "H", "H", "H", "H", "H", "H", "H", "H"],
  "coordinates": [[-0.8876, -0.8715, -2.4780], [-0.3950, -1.1622, -1.5525], [-0.4858, -1.4876, -3.2782], [-1.9515, -1.0779, -2.3785], [-0.6594, 0.6077, -2.7768], [-1.1436, 1.4860, -1.6217], [-0.9517, 2.9657, -1.9386], [0.5133, 3.2651, -2.2397], [1.0185, 2.3897, -3.3849], [2.0781, 2.5812, -3.5635], [0.4734, 2.6408, -4.2968], [0.8199, 0.8974, -3.0958], [1.6942, 0.4609, -2.0318], [2.5710, -0.5616, -2.1470], [2.7494, -1.1755, -3.1762], [3.2798, -0.8704, -0.8352], [4.1266, -1.5255, -1.0343], [3.6531, 0.0616, -0.4045], [2.2963, -1.5350, 0.1360], [2.6747, -1.3141, 1.5983], [3.6274, -1.7957, 1.8201], [1.6181, -1.8793, 2.5517], [0.2742, -1.4303, 2.1959], [-0.5757, -2.3765, 1.6493], [-0.2801, -3.5408, 1.5205], [-1.8100, -1.9151, 1.2483], [-2.1973, -0.6109, 1.3723], [-1.3234, 0.2983, 1.9331], [-0.0062, -0.0739, 2.3885], [0.8098, 0.6750, 2.8804], [-2.0076, 1.8852, 1.9875], [-3.4490, 1.3039, 1.2620], [-3.4248, -0.0287, 0.9867], [-4.2339, -0.5713, 0.5336], [-4.2514, 1.9895, 1.0734], [-2.4307, -2.6023, 0.8441], [1.6032, -2.9690, 2.5109], [1.8267, -1.5451, 3.5705], [2.7813, -0.2447, 1.7896], [1.3025, -1.1092, -0.0293], [2.2281, -2.6029, -0.0764], [1.6143, 0.9384, -1.1488], [1.1192, 0.3101, -3.9713], [1.1121, 3.0935, -1.3424], [0.6282, 4.3166, -2.5096], [-1.2899, 3.5715, -1.0951], [-1.5603, 3.2289, -2.8068], [-0.5951, 1.2331, -0.7107], [-2.2005, 1.2829, -1.4325], [-1.2344, 0.8715, -3.6713]],
  "nbo_charge": [-0.61, 0.20, 0.22, 0.20, -0.21, -0.40, -0.40, -0.40, -0.39, 0.21, 0.20, -0.06, -0.64, 0.69, -0.63, -0.49, 0.23, 0.21, -0.39, -0.41, 0.21, -0.22, -0.47, 0.80, -0.62, -0.59, 0.19, -0.40, 0.66, -0.60, 0.51, -0.36, -0.29, 0.23, 0.24, 0.43, 0.24, 0.22, 0.22, 0.19, 0.22, 0.39, 0.24, 0.19, 0.21, 0.21, 0.19, 0.19, 0.21, 0.20],
  "smiles": "C[C@H]1CCCC[C@H]1NC(=O)CCCCn1c(=O)[nH]c2ccsc2c1=O",
  "max_force_ev_per_a": 1.02,
  "de_lowest_kcal_mol": 0.00,
  "homo_lumo_gap_ev": 9.1,
  "charge": 0,
  "e_homo_ev": -9.040
}

---

{
  "formula": "C18H25N3O3S",
  "method": "the ωB97M-V functional and the def2-TZVPD basis",
  "species": ["C", "C", "N", "S", "C", "C", "O", "O", "C", "C", "C", "N", "C", "C", "H", "H", "H", "H", "H", "H", "H", "C", "C", "C", "C", "C", "C", "N", "O", "C", "C", "C", "H", "H", "H", "H", "H", "H", "H", "H", "H", "H", "H", "H", "H", "H", "H", "H", "H", "H"],
  "coordinates": [[-5.4333, 1.3786, 0.6611], [-4.6005, 2.3986, 0.5366], [-3.7687, 3.5794, 0.9496], [-4.0890, 4.7645, -0.3335], [-2.3011, 3.2834, 0.8105], [-1.8860, 1.7729, 1.2795], [-0.9619, 1.1466, 0.6066], [-2.4172, 1.1127, 2.3927], [-1.4782, 4.2799, 1.7655], [0.0040, 4.7923, 1.4796], [0.8493, 5.7210, 2.4087], [0.2965, 6.2141, 3.6421], [-1.0459, 5.7951, 3.9357], [-2.0398, 4.8801, 3.1458], [-6.1575, 0.4862, 0.7808], [-4.8162, 5.7975, 0.2835], [-1.9771, 3.4022, -0.2867], [0.5015, 4.4338, 0.4928], [1.9283, 6.0088, 2.1159], [-1.4646, 6.1868, 4.9525], [-3.0933, 4.6064, 3.5262], [1.5724, -4.5685, 0.0408], [1.9235, -4.0711, -1.3930], [3.2510, -3.2735, -1.3727], [3.1227, -1.8818, -0.7602], [1.9956, -1.1006, -1.4249], [0.6493, -1.8625, -1.4232], [0.7808, -3.2622, -1.9274], [0.9165, -3.2054, -3.2681], [0.0694, -1.8679, 0.0117], [-0.3898, -1.0346, -2.2301], [2.1690, -5.3819, -2.1960], [1.8473, -5.6176, 0.1909], [2.0894, -4.0028, 0.8191], [0.4990, -4.5236, 0.2379], [3.6327, -3.1625, -2.3969], [4.0164, -3.8407, -0.8262], [2.9554, -1.9534, 0.3180], [4.0655, -1.3413, -0.8867], [1.8825, -0.1369, -0.9170], [2.2933, -0.8664, -2.4551], [-0.8432, -2.4700, 0.0666], [-0.1944, -0.8541, 0.3252], [0.7666, -2.2366, 0.7637], [-0.0637, -0.8322, -3.2546], [-0.5580, -0.0591, -1.7630], [-1.3551, -1.5497, -2.2731], [1.2604, -5.9869, -2.2524], [2.9434, -5.9879, -1.7144], [2.5219, -5.1923, -3.2136]],
  "nbo_charge": [-0.27, 0.10, -0.54, 0.14, -0.20, 0.75, -0.74, -0.69, 0.05, -0.27, 0.01, -0.45, 0.01, -0.25, 0.27, 0.14, 0.23, 0.22, 0.22, 0.20, 0.26, -0.63, 0.09, -0.39, -0.42, -0.39, 0.09, 0.24, -0.15, -0.67, -0.62, -0.61, 0.23, 0.23, 0.24, 0.22, 0.25, 0.22, 0.24, 0.27, 0.22, 0.22, 0.32, 0.21, 0.22, 0.28, 0.23, 0.23, 0.23, 0.23],
  "max_force_ev_per_a": 9.64,
  "de_lowest_kcal_mol": 428.80,
  "homo_lumo_gap_ev": 2.2,
  "charge": 0,
  "e_homo_ev": -7.311
}

---

{
  "formula": "C18H25N3O4S",
  "method": "the ωB97M-V functional and the def2-TZVPD basis",
  "species": ["C", "H", "O", "C", "C", "H", "H", "C", "N", "C", "N", "N", "C", "C", "C", "C", "C", "O", "H", "H", "H", "S", "C", "C", "O", "O", "C", "C", "C", "C", "C", "C", "H", "H", "H", "H", "H", "H", "H", "H", "H", "H", "H", "H", "H", "H", "H", "H", "H", "H", "H"],
  "coordinates": [[-5.7557, -2.7654, -0.5504], [-5.2407, -3.6509, -0.9422], [-4.9731, -2.1114, 0.4170], [-3.6670, -1.7931, 0.0040], [-3.6014, -0.5850, -0.9394], [-4.1847, -0.7851, -1.8392], [-4.0375, 0.2797, -0.4366], [-2.1685, -0.2707, -1.3725], [-1.3110, 0.0175, -0.2554], [-0.4329, -0.8375, 0.3445], [0.1534, -0.2680, 1.3644], [-0.3233, 0.9759, 1.4592], [-1.2032, 1.1597, 0.5024], [-1.9074, 2.3900, 0.3032], [-1.8118, 3.5571, 1.0198], [-2.7140, 4.4592, 0.4178], [-3.2906, 3.7848, -0.6150], [-2.8114, 2.5322, -0.6957], [-4.0276, 4.0705, -1.3391], [-2.9081, 5.4697, 0.7126], [-1.1735, 3.7204, 1.8619], [-0.1226, -2.4426, -0.2352], [1.2967, -2.8276, 0.8159], [2.4863, -1.8980, 0.6180], [3.4451, -1.9586, 1.3391], [2.3165, -1.0902, -0.4127], [3.2650, -0.0415, -0.6845], [3.3693, 0.9419, 0.4784], [4.2768, 2.1020, 0.0821], [5.6588, 1.5853, -0.3084], [5.5521, 0.5801, -1.4518], [4.6428, -0.5813, -1.0596], [4.5466, -1.2887, -1.8868], [5.0645, -1.1079, -0.2029], [6.5417, 0.1966, -1.7059], [5.1473, 1.0772, -2.3371], [6.2977, 2.4189, -0.6067], [6.1182, 1.1005, 0.5550], [4.3600, 2.7981, 0.9177], [3.8365, 2.6407, -0.7609], [3.7872, 0.4259, 1.3435], [2.3735, 1.2985, 0.7489], [2.8199, 0.4607, -1.5531], [1.5885, -3.8518, 0.5808], [0.9866, -2.7696, 1.8596], [-1.7382, -1.1308, -1.8950], [-2.1700, 0.5937, -2.0417], [-3.1913, -2.6628, -0.4755], [-3.1291, -1.5700, 0.9298], [-6.6690, -3.0729, -0.0448], [-6.0166, -2.1077, -1.3871]],
  "nbo_charge": [-0.25, 0.16, -0.53, -0.06, -0.44, 0.21, 0.22, -0.22, -0.38, 0.18, -0.33, -0.28, 0.31, 0.20, -0.26, -0.31, 0.09, -0.41, 0.21, 0.23, 0.25, 0.28, -0.62, 0.81, -0.60, -0.51, 0.11, -0.44, -0.39, -0.40, -0.39, -0.44, 0.21, 0.23, 0.21, 0.19, 0.21, 0.20, 0.21, 0.19, 0.23, 0.23, 0.19, 0.26, 0.27, 0.22, 0.23, 0.16, 0.19, 0.20, 0.16],
  "smiles": "COCCCn1c(SCC(=O)OC2CCCCC2)nnc1-c1ccco1",
  "max_force_ev_per_a": 1.40,
  "de_lowest_kcal_mol": 65.97,
  "homo_lumo_gap_ev": 8.4,
  "charge": 0,
  "e_homo_ev": -7.912
}

---

{
  "formula": "C18H25N3O5",
  "method": "the ωB97M-V functional and the def2-TZVPD basis",
  "species": ["C", "C", "C", "C", "C", "C", "H", "H", "C", "C", "O", "N", "N", "C", "O", "C", "C", "O", "N", "C", "C", "C", "C", "C", "C", "C", "O", "O", "H", "H", "H", "H", "H", "H", "H", "H", "H", "H", "H", "H", "H", "H", "H", "H", "H", "H", "H", "H", "H", "H", "H"],
  "coordinates": [[-6.2758, 0.4675, -1.3197], [-4.9488, 0.0506, -1.1829], [-3.9845, 1.2068, -0.9963], [-2.4130, 0.7964, -0.8771], [-2.0119, -0.1023, 0.3093], [-2.1139, 0.1866, 1.6744], [-3.1321, 0.2796, 1.9108], [-1.6051, 1.2839, 1.6785], [-1.6421, -0.7112, 2.5785], [-0.2664, -1.1105, 2.4604], [0.2446, -2.2083, 1.7445], [0.6897, -0.0365, 2.7095], [1.9393, 0.0279, 2.7610], [2.5529, 1.0614, 2.5963], [1.9567, 2.2113, 3.0579], [4.1144, 1.0232, 2.3353], [4.0832, 1.3025, 0.9370], [4.3068, 2.3350, 0.3025], [3.8513, 0.1992, 0.0043], [3.5726, -0.1788, -1.2255], [3.9298, 0.8952, -2.2331], [3.5641, 0.3942, -3.5892], [2.6456, -0.6116, -3.8917], [2.3278, -1.5637, -2.7908], [2.6976, -0.9402, -1.6532], [2.1267, -1.9984, -0.3746], [2.7625, -2.0711, 0.9171], [1.0259, -2.5964, -0.7429], [0.7900, -3.0484, 0.3243], [1.5859, -2.3022, -2.9034], [2.2877, -0.6947, -4.9072], [3.7525, 1.3540, -4.2986], [4.4694, 1.6358, -2.0463], [3.8495, -0.6477, 0.8141], [4.5251, 2.0121, 2.8397], [4.5051, 0.1642, 2.3899], [2.3042, -0.7898, 2.1569], [0.2680, 0.5092, 3.1457], [-1.8343, -0.4436, 3.5809], [-2.1350, -1.8368, 2.3766], [-2.6424, -1.3338, 0.0950], [-0.7852, -0.7800, -0.0470], [-1.6378, 1.6339, -0.7133], [-2.0652, 0.3486, -1.7461], [-3.8514, 2.0304, -1.7376], [-4.2359, 1.6666, 0.1175], [-4.5781, -0.4826, -2.0022], [-4.8859, -0.7103, -0.2360], [-6.5765, 1.1413, -0.5173], [-6.7739, -0.3254, -1.5856], [-6.3335, 1.3069, -2.2009]],
  "nbo_charge": [-0.58, -0.40, -0.39, -0.43, -0.31, -0.48, 0.23, 0.21, -0.52, 0.70, -0.72, -0.34, -0.41, 0.64, -0.69, -0.55, 0.69, -0.57, -0.65, 0.13, -0.10, -0.24, -0.22, -0.20, -0.09, 0.82, -0.78, -0.66, 0.58, 0.24, 0.22, 0.22, 0.20, 0.41, 0.31, 0.23, 0.45, 0.36, 0.25, 0.26, 0.15, 0.21, 0.21, 0.21, 0.23, 0.18, 0.20, 0.19, 0.21, 0.21, 0.18],
  "max_force_ev_per_a": 17.02,
  "de_lowest_kcal_mol": 462.21,
  "homo_lumo_gap_ev": 8.2,
  "charge": 0,
  "e_homo_ev": -8.372
}

---

{
  "formula": "C18H25N3S",
  "method": "the ωB97M-V functional and the def2-TZVPD basis",
  "species": ["C", "C", "C", "H", "H", "C", "N", "C", "N", "H", "C", "C", "C", "C", "C", "C", "C", "H", "H", "N", "C", "C", "C", "C", "C", "H", "H", "C", "H", "H", "H", "H", "H", "H", "H", "H", "H", "H", "S", "H", "H", "H", "H", "H", "H", "H", "H"],
  "coordinates": [[-1.3022, 3.4775, 4.2420], [-1.3145, 2.1836, 5.0476], [0.0776, 1.6413, 5.3788], [0.6586, 2.4080, 5.8963], [-0.0357, 0.7976, 6.0629], [0.8632, 1.1550, 4.1619], [1.4064, 2.2650, 3.4142], [2.0065, 2.2255, 2.2049], [2.1049, 1.0395, 1.5743], [1.6244, 0.2455, 1.9698], [2.5056, 0.9004, 0.1894], [1.3330, 0.5410, -0.6857], [1.3041, -0.6530, -1.3770], [0.1955, -0.9500, -2.1680], [-0.8806, -0.0288, -2.2326], [-0.8561, 1.1672, -1.5286], [0.2567, 1.4374, -0.7638], [0.3171, 2.3650, -0.2140], [-1.6778, 1.8661, -1.5855], [-1.8291, -0.5536, -3.0649], [-1.3882, -1.7677, -3.5317], [-0.1584, -2.0458, -3.0090], [0.5967, -3.2952, -3.3218], [0.0009, -3.9460, -4.5720], [-1.5220, -4.0310, -4.4675], [-1.7870, -4.5358, -3.5362], [-1.9227, -4.6182, -5.2958], [-2.1445, -2.6317, -4.4782], [-2.0905, -2.2099, -5.4882], [-3.2011, -2.6805, -4.1993], [0.2650, -3.3509, -5.4487], [0.4195, -4.9455, -4.7044], [0.5315, -3.9889, -2.4763], [1.6542, -3.0700, -3.4786], [-2.6974, -0.1128, -3.3159], [2.1320, -1.3449, -1.3171], [2.9306, 1.8633, -0.1098], [3.2825, 0.1322, 0.1230], [2.6122, 3.6393, 1.5826], [1.4908, 3.1482, 3.8932], [0.1945, 0.5727, 3.5155], [1.6763, 0.4934, 4.4981], [-1.8725, 1.4213, 4.4990], [-1.8404, 2.3598, 5.9890], [-0.8692, 3.3260, 3.2574], [-0.7319, 4.2464, 4.7590], [-2.3186, 3.8422, 4.1116]],
  "nbo_charge": [-0.61, -0.39, -0.40, 0.20, 0.22, -0.23, -0.61, 0.31, -0.59, 0.39, -0.25, -0.06, -0.22, -0.02, 0.12, -0.23, -0.21, 0.23, 0.21, -0.52, 0.18, -0.12, -0.41, -0.39, -0.38, 0.20, 0.21, -0.44, 0.21, 0.21, 0.20, 0.21, 0.20, 0.21, 0.41, 0.21, 0.26, 0.20, -0.32, 0.42, 0.19, 0.19, 0.20, 0.20, 0.22, 0.20, 0.21],
  "smiles": "CCCCNC(=S)NCc1ccc2[nH]c3c(c2c1)CCCC3",
  "max_force_ev_per_a": 0.87,
  "de_lowest_kcal_mol": 0.00,
  "homo_lumo_gap_ev": 8.4,
  "charge": 0,
  "e_homo_ev": -7.683
}

---

{
  "formula": "C18H25N4O2PS3SeW",
  "method": "the ωB97M-V functional and the def2-TZVPD basis",
  "species": ["W", "C", "C", "N", "N", "C", "N", "S", "C", "C", "C", "C", "C", "N", "H", "H", "H", "H", "H", "H", "H", "H", "H", "H", "C", "C", "O", "P", "S", "S", "O", "C", "C", "H", "H", "H", "H", "H", "H", "H", "H", "H", "H", "Se", "C", "C", "C", "C", "C", "C", "H", "H", "H", "H", "H"],
  "coordinates": [[0.1653, -0.2063, 0.6895], [-0.2486, 1.2367, 4.9963], [0.0139, 0.9778, 3.5532], [-0.3592, -0.0580, 2.8696], [-1.0529, -1.0586, 3.5071], [-1.3782, -2.1629, 2.8251], [-2.0353, -3.1321, 3.4163], [-0.9337, -2.3083, 1.1700], [0.7964, 1.9504, 2.7764], [1.2919, 3.1203, 3.3133], [2.0175, 3.9902, 2.5029], [2.2135, 3.6592, 1.1753], [1.6943, 2.4653, 0.6993], [1.0107, 1.6199, 1.4806], [-0.9485, 0.5583, 5.4747], [-0.6564, 2.2406, 5.1189], [0.6934, 1.1930, 5.5503], [-1.2509, -0.9697, 4.4941], [-2.3336, -3.0923, 4.3821], [-2.2725, -3.9700, 2.9021], [1.1236, 3.3631, 4.3523], [2.4161, 4.9103, 2.9096], [2.7630, 4.3068, 0.5065], [1.8317, 2.1699, -0.3327], [-4.7664, -0.3993, -3.4218], [-3.5157, -1.1537, -3.0727], [-2.9022, -0.5353, -1.8491], [-1.5901, 0.2648, -1.8085], [-1.5615, 1.3306, -0.0720], [0.0987, -0.9058, -1.5378], [-1.3361, 1.0611, -3.0963], [-2.0533, 2.2891, -3.5660], [-1.0628, 3.4127, -3.6684], [-5.2281, -0.8830, -4.2836], [-4.5527, 0.6343, -3.6925], [-5.4791, -0.4151, -2.5996], [-2.7732, -1.1400, -3.8692], [-3.7135, -2.1781, -2.7727], [-2.8599, 2.5004, -2.8634], [-2.4692, 2.0072, -4.5290], [-0.6523, 3.6685, -2.6914], [-1.5782, 4.2901, -4.0610], [-0.2535, 3.1595, -4.3507], [2.5156, -0.7541, 0.7447], [3.1133, -2.1915, -0.3243], [2.3956, -3.3745, -0.4905], [2.9434, -4.3825, -1.2630], [4.1924, -4.2134, -1.8558], [4.9036, -3.0333, -1.6764], [4.3692, -2.0144, -0.9068], [1.4364, -3.5263, -0.0143], [2.4027, -5.3089, -1.4004], [4.6139, -5.0098, -2.4540], [5.8773, -2.9060, -2.1289], [4.9245, -1.0969, -0.7573]],
  "mulliken_spin": [1.21, 0.00, 0.00, -0.05, 0.00, 0.01, 0.01, -0.01, 0.05, 0.00, 0.02, 0.00, 0.03, -0.03, 0.00, 0.00, 0.00, 0.00, 0.00, 0.00, 0.00, 0.00, 0.00, 0.00, 0.00, 0.00, 0.00, 0.05, -0.02, -0.04, 0.01, 0.00, 0.00, 0.00, 0.00, 0.00, 0.00, 0.00, 0.00, 0.00, 0.00, 0.00, 0.00, -0.21, 0.03, -0.01, 0.01, -0.03, 0.01, -0.02, 0.00, 0.00, 0.00, 0.00, 0.00],
  "max_force_ev_per_a": 0.35,
  "de_lowest_kcal_mol": 0.00,
  "spin_multiplicity": 2,
  "homo_lumo_gap_ev": [5.8, 5.7],
  "charge": 3,
  "e_homo_ev": [-16.504, -16.593]
}

---

Question: Which of these has the highest charge?
Answer: C18H25N4O2PS3SeW